C40H37AgN3O9PS as an isolated structure in a non-equilibrium geometry, computed with ωB97M-V/def2-TZVPD.

```
92
C40H37AgN3O9PS ωB97M-V/def2-TZVPD
Ag 0.4336 1.4751 0.0981
C 4.7551 -2.7919 -2.9513
C 4.3999 -1.5759 -2.1355
C 3.4869 -0.6454 -2.6152
C 3.1204 0.4598 -1.8557
C 3.6759 0.6515 -0.6001
C 4.5601 -0.2930 -0.0919
C 4.9192 -1.3919 -0.8561
S 3.4426 2.1912 0.3217
O 3.3235 1.7676 1.7023
O 4.6682 2.8973 -0.0404
N 2.1466 2.9138 -0.1467
C 2.2027 3.7185 -1.3597
C 1.1821 3.3536 -2.4603
O 1.1789 4.0831 -3.4618
O 0.4351 2.3561 -2.2620
H 4.7348 -2.5698 -4.0187
H 4.0417 -3.6025 -2.7766
H 5.7481 -3.1653 -2.6961
H 3.0435 -0.7877 -3.5954
H 2.3949 1.1657 -2.2369
H 4.9687 -0.1405 0.8976
H 5.6193 -2.1181 -0.4566
H 3.1960 3.7086 -1.8196
H 2.0018 4.7659 -1.1055
C -3.5690 3.6061 0.4754
C -2.6433 3.7463 -0.7275
C -2.8578 5.0593 -1.4742
C -2.7562 2.5728 -1.7051
C -4.1787 2.3045 -2.2325
O -4.4616 0.9453 -1.8609
C -3.3343 0.4988 -1.2108
N -2.3758 1.3028 -1.0782
C -3.4099 -0.9145 -0.7794
C -4.6923 -1.4654 -0.7396
C -4.9042 -2.7863 -0.3922
C -3.8120 -3.5850 -0.1045
C -2.5369 -3.0471 -0.1498
C -2.2904 -1.7098 -0.4652
P -0.5167 -1.1043 -0.5765
C -0.2777 -1.6083 -2.3391
C -0.0421 -0.5780 -3.2462
C 0.1381 -0.8632 -4.5957
C 0.1002 -2.1732 -5.0451
C -0.1313 -3.2066 -4.1429
C -0.3260 -2.9228 -2.8015
C 0.3444 -2.4387 0.3462
C 1.4909 -3.0262 -0.1744
C 2.2589 -3.8950 0.5902
C 1.8931 -4.1862 1.8931
C 0.7649 -3.5811 2.4361
C 0.0109 -2.7061 1.6758
H -3.3774 4.4091 1.1871
H -3.3811 2.6697 0.9954
H -4.6248 3.6600 0.1882
H -1.6105 3.7212 -0.3618
H -3.8463 5.0901 -1.9464
H -2.1022 5.1895 -2.2497
H -2.7954 5.9063 -0.7896
H -2.0445 2.7464 -2.5143
H -4.2536 2.3818 -3.3176
H -4.9373 2.9419 -1.7750
H -5.5287 -0.8303 -0.9890
H -5.9094 -3.1875 -0.3593
H -3.9447 -4.6301 0.1484
H -1.6991 -3.6959 0.0688
H 0.0291 0.4496 -2.9003
H 0.3275 -0.0491 -5.2835
H 0.2575 -2.3955 -6.0941
H -0.1602 -4.2338 -4.4878
H -0.5082 -3.7333 -2.1060
H 1.8032 -2.7851 -1.1798
H 3.1563 -4.3262 0.1655
H 2.4942 -4.8587 2.4931
H 0.4893 -3.7706 3.4656
H -0.8308 -2.1959 2.1261
O 0.2657 0.0209 2.1055
C -0.2192 0.9558 2.7817
O -0.8132 1.9676 2.3650
C -0.0518 0.8201 4.2935
C -0.7615 1.6474 5.1578
C -0.6342 1.5107 6.5287
C 0.2300 0.5433 7.0194
C 0.9647 -0.2809 6.1799
C 0.8146 -0.1377 4.8122
N 0.3711 0.3888 8.4705
O 1.1613 -0.4605 8.8888
O -0.3077 1.1160 9.2002
H -1.4062 2.3990 4.7228
H -1.1810 2.1366 7.2186
H 1.6370 -1.0113 6.6047
H 1.3632 -0.7537 4.1134
```

Output
Charge = -2
Spin multiplicity = 1
Highest occupied orbital energy = -2.3 eV
Frontier orbital gap = 5.706 eV

***

C18H19Cl5F6N3O7PS2W as an isolated structure, computed with ωB97M-V/def2-TZVPD.

```
62
C18H19Cl5F6N3O7PS2W ωB97M-V/def2-TZVPD
W -0.2492 -0.1331 0.5047
C 5.0242 2.5453 -0.9352
C 3.5806 2.9702 -0.9578
O 2.7869 1.8009 -1.3475
P 1.2298 1.8209 -1.3456
S 0.6244 -0.0506 -1.8012
S 0.3858 2.2344 0.4501
O 0.8476 2.9074 -2.4037
C -0.4678 3.5380 -2.5234
C -1.4853 2.6195 -3.1499
H 5.6420 3.3912 -0.6341
H 5.3445 2.2170 -1.9227
H 5.1757 1.7346 -0.2241
H 3.3904 3.7563 -1.6877
H 3.2389 3.2926 0.0268
H -0.2751 4.4104 -3.1415
H -0.7734 3.8643 -1.5295
H -1.1402 2.2536 -4.1165
H -2.4093 3.1796 -3.3005
H -1.7075 1.7663 -2.5090
Cl -7.3810 0.5947 -2.3336
C -5.7959 0.4552 -1.7084
C -5.1916 1.5449 -1.0815
Cl -6.0231 3.0348 -0.9604
C -3.9045 1.4279 -0.5639
Cl -3.1289 2.7813 0.1395
C -3.2202 0.2144 -0.6534
O -1.9773 0.1105 -0.1347
C -3.8044 -0.8547 -1.3298
Cl -2.9164 -2.3048 -1.5802
C -5.0938 -0.7406 -1.8443
Cl -5.8095 -2.0687 -2.6552
C 1.8187 -1.8639 3.1833
C 2.3835 -0.9701 2.0928
O 1.4115 -0.5954 1.1599
C 2.9133 0.3501 2.7107
F 3.4921 1.1323 1.7926
F 3.7944 0.1150 3.6782
F 1.8866 1.0300 3.2343
C 3.4850 -1.6987 1.2905
F 4.5742 -1.8985 2.0276
F 3.0219 -2.9012 0.8987
F 3.8273 -1.0293 0.1908
H 1.0810 -1.3131 3.7624
H 2.6216 -2.1937 3.8401
H 1.3424 -2.7313 2.7318
O -1.8781 0.3901 4.2347
N -1.5285 0.7641 3.1556
O -0.8651 -0.1866 2.4182
O -1.6814 1.8424 2.6435
C 0.6566 -3.2759 -1.2848
C -0.2275 -3.3105 -0.0930
N -0.6782 -2.2877 0.6304
C -1.5306 -2.8119 1.5960
C -1.5876 -4.1520 1.4466
N -0.7611 -4.4431 0.3845
H 1.5434 -2.6759 -1.0990
H 0.1250 -2.8585 -2.1413
H 0.9710 -4.2858 -1.5442
H -2.0192 -2.1872 2.3198
H -2.1264 -4.9083 1.9875
H -0.5827 -5.3592 0.0061
```

Output
Charge = +1
Spin multiplicity = 2
Highest occupied orbital energy (spin up / spin down) = -11.7 / -11.8 eV
ΔE to the lowest compared entry with this formula, charge and spin = 2.66 kcal per mole
Frontier orbital gap (spin up / spin down) = 7.380 / 6.917 eV

***

A 3-piece molecular cluster, C38H48ClF8N4O8PS3 overall in a non-equilibrium geometry, computed with ωB97M-V/def2-TZVPD.

```
111
C38H48ClF8N4O8PS3 ωB97M-V/def2-TZVPD
O -0.7041 3.3201 -5.8239
C -0.8267 4.4014 -5.0188
O -0.5243 4.3624 -3.5504
C -1.2892 5.8552 -5.6235
C -2.9207 5.9916 -5.5378
C -3.6503 4.9648 -4.4859
C -4.2762 3.5336 -5.0116
C -5.0431 2.5266 -3.9708
C -5.2692 2.8169 -2.3475
C -4.5953 4.2482 -1.8042
P -4.7769 4.6192 0.0785
S -6.6401 4.5701 0.6385
C -3.8150 5.2738 -2.8617
Cl -3.0952 6.8924 -2.2618
N -6.0143 1.9030 -1.4017
C -5.7440 0.4371 -1.6521
C -5.6412 -0.5224 -0.2859
C -5.8048 0.0964 1.2588
O -5.4013 1.3615 1.5618
N -6.3759 -0.8560 2.2889
C -7.5600 -0.2776 3.0326
O -8.2946 -1.1289 3.7992
F -7.9802 1.1434 3.0587
C -5.3703 -2.1338 -0.4579
C -5.2379 -2.7985 -1.9870
C -5.3468 -1.8743 -3.3756
S -5.2220 -2.7565 -5.0355
O -5.9753 -1.9957 -6.1968
O -6.0536 -4.0878 -4.8597
C -3.4795 -3.0283 -5.6533
F -2.7416 -1.7246 -5.4973
F -3.4292 -3.3162 -7.1363
C -2.6048 -4.1574 -4.8610
F -1.7336 -4.8169 -5.9051
F -3.3802 -5.2526 -4.2388
C -1.5746 -3.5811 -3.7227
F -1.1524 -4.7798 -2.9052
F -2.1698 -2.6272 -2.7593
F -0.3151 -3.0720 -4.3449
C -5.5941 -0.2705 -3.1475
S -5.7327 0.9074 -4.6206
H -0.4828 5.3363 -3.2748
H -0.9999 5.9272 -6.7762
H -0.7977 6.7221 -4.9853
H -3.1563 7.0977 -5.1618
H -3.4752 5.8859 -6.5773
H -4.1370 3.2819 -6.1645
H -4.2332 5.9380 0.3045
H -3.9842 3.6925 0.8558
H -7.0436 2.1329 -1.5173
H -5.6449 -1.1854 2.9626
H -5.2582 -2.8307 0.4779
H -5.0559 -3.9695 -2.0611
C 2.9435 2.0056 1.2342
C 1.5447 1.3428 1.1229
C 1.6562 -0.1763 1.4257
C 2.2907 -0.9670 0.2913
C 1.5386 -0.7252 -1.0160
C 1.4138 0.7792 -1.3744
N 0.9392 1.6256 -0.2207
O -0.4507 1.4157 -0.1021
C 2.7871 1.2965 -1.8905
C 0.4946 0.9119 -2.6372
C 0.7595 2.0154 2.3009
H 3.4149 1.7548 2.1928
H 3.6554 1.6933 0.4765
H 2.8690 3.0984 1.1831
H 0.6578 -0.5911 1.6261
H 2.2366 -0.3377 2.3431
H 3.3458 -0.7002 0.1858
H 2.2659 -2.0345 0.5326
H 2.0441 -1.2657 -1.8225
H 0.5390 -1.1722 -0.9291
H 2.8163 2.3914 -1.9135
H 2.9856 0.9509 -2.9126
H 3.6338 0.9322 -1.3086
H -0.4985 0.4727 -2.4865
H 0.9272 0.3876 -3.4982
H 0.3681 1.9626 -2.9230
H 0.6276 3.0893 2.1238
H 1.3028 1.9036 3.2476
H -0.2312 1.5726 2.4602
C 3.7782 -2.1882 4.4480
C 5.2616 -1.8498 4.1427
C 5.8995 -2.9894 3.3024
C 6.1925 -4.2406 4.1167
C 7.0631 -3.9012 5.3251
C 6.4612 -2.7775 6.2096
N 6.0074 -1.5785 5.4165
O 7.1661 -0.8514 5.0722
C 5.2756 -3.3564 7.0335
C 7.5068 -2.4066 7.3170
C 5.1359 -0.5841 3.2267
H 3.2420 -2.4428 3.5253
H 3.6328 -3.0392 5.1060
H 3.2619 -1.3328 4.9001
H 6.8379 -2.6386 2.8493
H 5.2431 -3.2538 2.4635
H 5.2598 -4.7154 4.4330
H 6.7121 -4.9711 3.4885
H 7.2174 -4.8080 5.9184
H 8.0559 -3.6004 4.9641
H 4.6684 -2.5568 7.4721
H 5.6321 -3.9779 7.8641
H 4.6278 -4.0160 6.4560
H 8.4701 -2.0891 6.9010
H 7.7264 -3.2691 7.9584
H 7.1284 -1.6059 7.9630
H 4.7147 0.2628 3.7809
H 4.4724 -0.7816 2.3755
H 6.0966 -0.2688 2.8017
```

Output
Spin multiplicity = 3
Highest occupied orbital energy (spin up / spin down) = -8.6 / -8.6 eV
Frontier orbital gap (spin up / spin down) = 6.117 / 6.116 eV

***

A 2-piece molecular cluster, C6H14N2O2 overall in a non-equilibrium geometry, computed with ωB97M-V/def2-TZVPD.

```
24
C6H14N2O2 ωB97M-V/def2-TZVPD
C -0.2258 -0.6555 -2.2177
N 0.0033 0.7267 -1.8746
C -0.9985 1.4982 -1.3615
C -0.6045 2.8789 -0.9305
O -2.1344 1.0809 -1.2502
H -0.8968 -1.0974 -1.4923
H -0.6313 -0.7689 -3.2251
H 0.7152 -1.2009 -2.1437
H 0.9155 1.1233 -2.0275
H -0.7584 3.0072 0.1419
H -1.2225 3.6031 -1.4696
H 0.4270 3.1345 -1.1881
C -0.7911 0.2464 1.9567
N 0.3476 -0.4924 1.4929
C 0.6353 -1.7699 1.8847
C 1.7623 -2.4252 1.1139
O 0.0536 -2.3242 2.7906
H -1.5182 -0.4075 2.4504
H -0.6248 1.0513 2.6645
H -1.3905 0.6629 1.1301
H 0.8451 -0.0699 0.7289
H 2.6931 -1.8817 1.3242
H 1.8304 -3.4581 1.4622
H 1.5686 -2.4617 0.0401
```

Output
Spin multiplicity = 1
Highest occupied orbital energy = -9.6 eV
ΔE to the lowest compared entry with this formula, charge and spin = 13.68 kcal per mole
SMILES = CNC(C)=O.CNC(C)=O
Frontier orbital gap = 10.136 eV

***

A 3-piece molecular cluster, C24H39F6N2O10 overall in a non-equilibrium geometry, computed with ωB97M-V/def2-TZVPD.

```
81
C24H39F6N2O10 ωB97M-V/def2-TZVPD
C -6.4032 0.5518 7.3539
C -5.9817 -0.8979 7.0026
O -4.9440 -0.8908 6.0140
C -5.2687 -1.6089 4.8367
C -4.4381 -2.9280 4.8016
O -3.0825 -2.5693 4.4863
C -2.6497 -3.1054 3.2541
C -1.5943 -2.1850 2.6025
C -1.8964 -1.1881 1.6886
C -0.8580 -0.3648 1.1722
C -1.1785 0.7314 0.1371
O -0.3315 0.5272 -0.9997
O -0.6592 -0.7503 -1.4619
C 0.4652 -0.5757 1.6333
O 1.5448 0.1593 1.2523
C 1.8136 1.1835 2.2592
C 2.8652 0.6934 3.2969
N 4.0859 0.2091 2.6582
C 4.4059 -1.1797 2.9712
C 4.5642 -1.5147 4.4820
C 5.7808 -2.4806 4.6658
O 3.3745 -2.2548 4.8923
C 0.6744 -1.6198 2.5438
N -0.3208 -2.3856 3.0118
H -5.5924 1.0960 7.8667
H -7.2285 0.4581 8.0907
H -6.7958 1.0791 6.4695
H -6.8564 -1.5223 6.7459
H -5.5432 -1.3404 7.9235
H -6.3506 -1.7731 4.6818
H -4.8939 -0.9964 3.9858
H -4.4978 -3.4105 5.7946
H -4.8685 -3.6455 4.0749
H -3.4576 -3.2344 2.5127
H -2.1238 -4.0637 3.4773
H -2.9397 -1.0489 1.3902
H -1.0766 1.7500 0.5402
H -2.2041 0.5137 -0.2299
H 0.0842 -1.3467 -1.2691
H 2.2100 2.1032 1.8010
H 0.8722 1.4305 2.7910
H 3.1233 1.5818 3.9142
H 2.3732 -0.0372 3.9639
H 4.8685 0.8352 2.7906
H 3.7131 -1.8864 2.4683
H 5.3927 -1.3782 2.5046
H 4.5972 -0.6122 5.1189
H 6.6835 -1.8877 4.8849
H 5.8825 -3.0583 3.7287
H 5.5250 -3.2098 5.4517
H 3.4313 -2.4354 5.8416
H 1.6845 -1.8015 2.9278
H -0.0935 -3.1130 3.6869
C -1.1950 4.0578 -6.7254
C -2.3243 3.0540 -6.6431
O -1.9790 1.9499 -5.7771
C -2.0255 2.2056 -4.4716
O -2.3254 3.2562 -3.9829
C -1.6737 0.9520 -3.6601
F -0.5495 0.3579 -4.0927
F -2.6495 0.0295 -3.7286
F -1.4918 1.2230 -2.3626
H -0.2726 3.5679 -7.0433
H -1.4331 4.8556 -7.4281
H -0.9958 4.5097 -5.7537
H -2.5091 2.6278 -7.6279
H -3.2554 3.5160 -6.3132
C 3.1129 1.5054 -6.0447
C 2.4638 0.8109 -7.2246
O 2.8415 1.4357 -8.4633
C 4.0703 1.1645 -8.9022
O 4.8593 0.4544 -8.3508
C 4.3240 1.8690 -10.2396
F 3.9833 3.1667 -10.1937
F 3.6088 1.3053 -11.2266
F 5.6068 1.8104 -10.5959
H 2.8755 2.5709 -6.0523
H 2.7702 1.0710 -5.1052
H 4.1991 1.4234 -6.0822
H 1.3808 0.9017 -7.1445
H 2.6962 -0.2546 -7.2476
```

Output
Charge = +1
Spin multiplicity = 1
Highest occupied orbital energy = -11.5 eV
Frontier orbital gap = 7.548 eV

***

C30H28CrNO7PS2Te as an isolated structure in a non-equilibrium geometry, computed with ωB97M-V/def2-TZVPD.

```
71
C30H28CrNO7PS2Te ωB97M-V/def2-TZVPD
Cr 0.9593 0.4003 0.0836
C -2.4685 3.2271 1.6091
C -2.0940 4.0681 0.3915
C -1.0993 5.1747 0.7278
C -1.5943 3.2121 -0.8204
C -2.6169 3.3593 -1.9601
O -3.0578 2.0556 -2.2463
C -2.3275 1.1725 -1.4612
N -1.4704 1.7471 -0.6422
C -2.6826 -0.1751 -1.7213
C -3.8757 -0.3625 -2.4870
C -4.2971 -1.5826 -2.9222
C -3.5081 -2.7247 -2.6578
C -2.3639 -2.5846 -1.9042
C -1.9265 -1.3626 -1.3685
P -0.4761 -1.3913 -0.2792
C 0.3615 -2.8083 -1.1171
C 0.7942 -2.5527 -2.4183
C 1.3625 -3.5569 -3.1811
C 1.4991 -4.8354 -2.6554
C 1.0915 -5.0874 -1.3538
C 0.5306 -4.0795 -0.5832
C -1.1133 -2.1354 1.2844
C -0.7055 -1.5751 2.4976
C -1.1652 -2.0781 3.7048
C -2.0319 -3.1604 3.7299
C -2.4755 -3.7007 2.5293
C -2.0369 -3.1820 1.3228
H -2.9830 3.8478 2.3474
H -1.5884 2.7976 2.0699
H -3.1287 2.4079 1.3153
H -3.0171 4.5672 0.0674
H -0.1478 4.7616 1.0366
H -1.4682 5.7853 1.5560
H -0.9385 5.8239 -0.1399
H -0.6165 3.5866 -1.1361
H -2.1931 3.8100 -2.8641
H -3.4836 3.9551 -1.6582
H -4.4702 0.5140 -2.7048
H -5.2288 -1.6795 -3.4691
H -3.7899 -3.6945 -3.0506
H -1.7604 -3.4687 -1.7502
H 0.6937 -1.5479 -2.8124
H 1.7021 -3.3456 -4.1881
H 1.9292 -5.6276 -3.2576
H 1.2128 -6.0788 -0.9317
H 0.2486 -4.2735 0.4432
H -0.0046 -0.7486 2.4950
H -0.8341 -1.6307 4.6341
H -2.3686 -3.5775 4.6718
H -3.1699 -4.5335 2.5293
H -2.4260 -3.5934 0.4037
O 1.8173 2.3372 -0.2083
S 2.8396 1.6464 -1.0008
O 3.5881 2.4742 -1.9148
O 2.1221 0.5448 -1.7087
C 4.0226 1.1329 0.2599
C 5.3319 0.9417 -0.2137
C 6.4132 1.0705 0.6270
C 6.2359 1.4772 1.9448
C 4.9525 1.7315 2.4103
C 3.8481 1.6017 1.5872
S 2.2941 1.9051 2.5028
O 2.5844 1.4406 3.8487
O 2.0633 3.3306 2.4422
O 1.1473 1.0817 1.9704
H 5.4547 0.6510 -1.2481
H 7.4123 0.8798 0.2516
H 7.0863 1.5956 2.6045
H 4.7804 2.0404 3.4308
Te 2.6253 -1.4214 0.7060
```

Output
Charge = -2
Spin multiplicity = 5
Highest occupied orbital energy (spin up / spin down) = 0.3 / -0.8 eV
ΔE to the lowest compared entry with this formula, charge and spin = 73.45 kcal per mole
Frontier orbital gap (spin up / spin down) = 4.133 / 5.280 eV

***

- The highest spin multiplicity belongs to which entry?
  C30H28CrNO7PS2Te

***

- Which value of spin multiplicity does entry 5 give?
  1

***

- What is the formula in the second record?
  C18H19Cl5F6N3O7PS2W

***

- What is the formula in the first record?
  C40H37AgN3O9PS